(1)
Here is an isolated molecule of C2H2FN3O at a distorted geometry from the Open Molecules 2025 dataset. Energies are from ωB97M-V/def2-TZVPD.

HOMO level (spin up / spin down) ... -8.02 / -11.07 eV
Charge ... 0
ΔE to the lowest compared entry with this formula, charge and spin ... 0.0 kcal/mol
Multiplicity ... 3
⟨S²⟩ ... 2.018

Geometry as XYZ:
```
9
Properties=species:S:1:pos:R:3:forces:R:3
C -0.325151 -0.947344 0.629270 0.7 1.7 -2.9
C 0.352129 0.332305 -0.189419 -1.3 -1.4 3.0
N -1.567823 -1.006669 0.328248 -1.6 0.4 -0.8
N -0.914897 0.775964 -0.808562 0.9 0.6 -0.1
N -1.843769 0.023461 -0.574826 0.5 -1.5 1.5
O 1.414281 0.362056 -0.969963 0.7 -0.5 -0.9
F 0.683135 1.034621 0.986834 0.0 1.2 -0.4
H 0.136660 -1.610627 1.310476 0.5 -0.4 0.5
H 2.065431 1.036233 -0.712054 -0.4 -0.2 0.2
```
Forces are in eV/Å.

Quick look at the Löwdin charges, all values in e: atom 1 (C): -0.02, atom 2 (C): -0.51, atom 3 (N): 0.04, atom 4 (N): 0.12, atom 5 (N): 0.01, atom 6 (O): 0.12, atom 7 (F): 0.01, atom 8 (H): 0.09, atom 9 (H): 0.14


(2)
Here is an isolated molecule of C2H2FNO at a distorted geometry from the Open Molecules 2025 dataset. Energies are from ωB97M-V/def2-TZVPD.

HOMO level ... -10.47 eV
Charge ... 0
ΔE to the lowest compared entry with this formula, charge and spin ... 117.6 kcal/mol
SMILES string ... O=C1CN1F
Multiplicity ... 1

Geometry as XYZ:
```
7
Properties=species:S:1:pos:R:3:forces:R:3
O 1.606112 1.633689 0.007436 -6.0 -6.8 -1.9
C 0.686306 0.597510 -0.134556 5.4 6.9 2.7
C -0.738757 0.097237 0.038462 -1.9 0.4 1.6
N 0.481975 -0.658889 0.249979 -0.4 0.1 0.3
F 0.804228 -1.881831 -0.243174 0.2 -0.3 -0.4
H -1.515188 0.233563 0.945747 2.3 -0.2 -1.8
H -1.324675 -0.021281 -0.863893 0.4 0.0 -0.5
```
Forces are in eV/Å.

Quick look at the Löwdin charges, all values in e: atom 1 (O): -0.04, atom 2 (C): -0.22, atom 3 (C): -0.01, atom 4 (N): -0.02, atom 5 (F): 0.04, atom 6 (H): 0.15, atom 7 (H): 0.10


(3)
Here is a cluster of 3 separate species, C2H2FNO2 in total at a distorted geometry from the Open Molecules 2025 dataset. Energies are from ωB97M-V/def2-TZVPD.

HOMO level ... -11.93 eV
Charge ... 0
ΔE to the lowest compared entry with this formula, charge and spin ... 27.7 kcal/mol
Multiplicity ... 1

Geometry as XYZ:
```
8
Properties=species:S:1:pos:R:3:forces:R:3
C 0.122393 -0.208064 0.273329 2.2 -3.0 -2.8
C 2.802981 0.703089 -0.747236 1.1 -0.6 -0.4
N 0.874111 -0.874042 -0.340006 0.8 -1.5 -1.3
O -0.624025 0.393041 0.892271 -2.2 2.3 2.6
O 2.273885 1.654388 -0.501147 -0.4 1.2 0.3
F -2.294100 1.748270 -0.501824 2.3 -1.9 2.1
H -1.627530 1.202351 0.115324 -2.6 2.2 -2.2
H 1.282016 -1.432577 -1.134314 -1.1 1.4 1.8
```
Forces are in eV/Å.

Quick look at the Löwdin charges, all values in e: atom 1 (C): -0.42, atom 2 (C): -0.02, atom 3 (N): 0.20, atom 4 (O): 0.17, atom 5 (O): 0.06, atom 6 (F): -0.22, atom 7 (H): 0.08, atom 8 (H): 0.15


(4)
Here is a cluster of 2 separate species, C2H2FNS in total at a distorted geometry from the Open Molecules 2025 dataset. Energies are from ωB97M-V/def2-TZVPD.

HOMO level (spin up / spin down) ... -8.54 / -10.25 eV
Charge ... 0
ΔE to the lowest compared entry with this formula, charge and spin ... 1.2 kcal/mol
Multiplicity ... 3
⟨S²⟩ ... 2.014

Geometry as XYZ:
```
7
Properties=species:S:1:pos:R:3:forces:R:3
C -1.305646 -0.801348 0.481950 4.0 2.0 0.8
C -0.048015 -0.206132 0.676989 2.3 1.2 1.3
N -2.318913 -1.281249 0.355528 -3.5 -1.6 -0.6
F 1.951968 1.601959 -1.430242 -1.4 -1.1 -0.3
S 0.675786 0.584011 -1.754629 1.6 1.4 -0.6
H 0.938577 -0.826956 0.663832 -2.3 1.1 0.1
H 0.106242 0.929715 1.006573 -0.8 -2.9 -0.7
```
Forces are in eV/Å.

Quick look at the Löwdin charges, all values in e: atom 1 (C): -0.40, atom 2 (C): -0.18, atom 3 (N): 0.14, atom 4 (F): -0.55, atom 5 (S): 0.81, atom 6 (H): 0.08, atom 7 (H): 0.10


(5)
Here is the ion C2H2FO2S with charge -1 at a distorted geometry from the Open Molecules 2025 dataset. Energies are from ωB97M-V/def2-TZVPD.

HOMO level ... -4.55 eV
Charge ... -1
ΔE to the lowest compared entry with this formula, charge and spin ... 10.7 kcal/mol
SMILES string ... O=C([O-])[C@H](F)S
Multiplicity ... 1

Geometry as XYZ:
```
8
Properties=species:S:1:pos:R:3:forces:R:3
O 1.151859 1.234474 -0.899662 0.1 1.4 -0.3
C 1.597645 0.283144 -0.231737 -2.2 -0.2 -1.1
O 2.722286 0.075301 0.116780 2.8 -0.9 1.3
C 0.538522 -0.834281 0.047152 -3.2 2.2 -1.4
F 0.709056 -1.960574 -0.629765 0.7 -1.2 -1.0
S -1.319667 0.040959 -0.508596 1.7 -1.2 0.6
H 0.187969 -1.091693 0.986676 0.3 -0.2 2.3
H -0.363023 1.013109 -0.809469 -0.1 0.2 -0.3
```
Forces are in eV/Å.

Quick look at the Löwdin charges, all values in e: atom 1 (O): -0.11, atom 2 (C): -0.76, atom 3 (O): 0.02, atom 4 (C): -0.40, atom 5 (F): -0.02, atom 6 (S): 0.43, atom 7 (H): 0.04, atom 8 (H): -0.19


(6)
Here is a structure of composition C2H2FO2Sm at a distorted geometry from the Open Molecules 2025 dataset. Energies are from ωB97M-V/def2-TZVPD.

HOMO level (spin up / spin down) ... -5.50 / -8.86 eV
Charge ... 0
ΔE to the lowest compared entry with this formula, charge and spin ... 166.3 kcal/mol
Multiplicity ... 8
⟨S²⟩ ... 15.756

Geometry as XYZ:
```
8
Properties=species:S:1:pos:R:3:forces:R:3
F -3.535403 0.740771 -0.043642 1.1 0.7 0.4
C -2.783354 -0.285133 0.208032 0.2 -2.2 -1.0
C -2.782714 -1.550478 0.157935 1.7 1.1 0.4
H -3.472094 -2.350538 0.386176 0.2 0.2 -0.2
O -0.817465 0.335315 -0.092316 -0.2 -0.5 -0.4
O -0.204131 -0.869722 -0.643181 -2.2 -1.0 1.6
H -1.122587 -1.682272 -0.237240 0.5 1.8 -0.6
Sm 1.741581 0.202901 0.328401 -1.3 -0.1 -0.2
```
Forces are in eV/Å.

Quick look at the Löwdin charges, all values in e: atom 1 (F): 0.11, atom 2 (C): -0.24, atom 3 (C): 0.02, atom 4 (H): 0.04, atom 5 (O): -0.50, atom 6 (O): -0.56, atom 7 (H): 0.16, atom 8 (Sm): 0.97


(7)
Here is the ion C2H2FO3S with charge -1 at a distorted geometry from the Open Molecules 2025 dataset. Energies are from ωB97M-V/def2-TZVPD.

HOMO level ... -5.10 eV
Charge ... -1
ΔE to the lowest compared entry with this formula, charge and spin ... 16.0 kcal/mol
SMILES string ... C=C(F)S(=O)(=O)[O-]
Multiplicity ... 1

Geometry as XYZ:
```
9
Properties=species:S:1:pos:R:3:forces:R:3
C 0.072250 -0.213975 0.209761 4.2 -3.1 -0.1
C 1.347202 -0.754409 0.126729 -3.5 2.3 -0.7
F 1.514725 -2.015474 -0.259407 0.1 -0.6 0.1
S 2.838233 0.257990 0.014861 -1.5 0.4 2.2
O 3.659912 -0.263035 1.063079 1.0 -0.4 1.1
O 2.401811 1.616019 0.179861 -0.6 0.9 0.6
O 3.262434 -0.015401 -1.287669 1.4 -1.1 -3.7
H -0.047179 0.712233 0.584693 0.2 3.3 0.8
H -0.823362 -0.735238 0.183280 -1.3 -1.6 -0.4
```
Forces are in eV/Å.

Quick look at the Löwdin charges, all values in e: atom 1 (C): 0.05, atom 2 (C): -0.37, atom 3 (F): 0.02, atom 4 (S): 0.30, atom 5 (O): -0.35, atom 6 (O): -0.35, atom 7 (O): -0.32, atom 8 (H): 0.00, atom 9 (H): 0.02


(8)
Here is a cluster of 2 separate species, C2H2FO3S in total at a distorted geometry from the Open Molecules 2025 dataset. Energies are from ωB97M-V/def2-TZVPD.

HOMO level ... -3.55 eV
Charge ... -1
ΔE to the lowest compared entry with this formula, charge and spin ... 11.8 kcal/mol
Multiplicity ... 1

Geometry as XYZ:
```
9
Properties=species:S:1:pos:R:3:forces:R:3
C 1.220740 0.070451 0.776314 0.1 -1.4 -0.4
C -0.125437 0.161568 0.673561 -2.0 0.4 -0.6
O 4.768278 1.979540 0.183617 -0.2 0.5 0.1
O 2.139632 0.883449 1.010702 -0.1 0.3 -0.1
O 4.874245 -0.424362 0.136281 -0.3 0.2 0.5
F 1.703743 -1.245562 0.559129 0.0 0.0 0.3
S 4.500432 0.755852 0.889435 0.3 -0.7 -0.5
H -0.974104 -0.592078 0.485184 2.2 0.7 0.3
H -0.485560 1.184164 0.558701 0.0 -0.1 0.4
```
Forces are in eV/Å.

Quick look at the Löwdin charges, all values in e: atom 1 (C): -0.65, atom 2 (C): -0.06, atom 3 (O): -0.47, atom 4 (O): -0.18, atom 5 (O): -0.47, atom 6 (F): -0.06, atom 7 (S): 0.83, atom 8 (H): 0.04, atom 9 (H): 0.01


What did the fifth record say?
Here is the ion C2H2FO2S with charge -1 at a distorted geometry from the Open Molecules 2025 dataset. Energies are from ωB97M-V/def2-TZVPD.

HOMO level ... -4.55 eV
Charge ... -1
ΔE to the lowest compared entry with this formula, charge and spin ... 10.7 kcal/mol
SMILES string ... O=C([O-])[C@H](F)S
Multiplicity ... 1

Geometry as XYZ:
```
8
Properties=species:S:1:pos:R:3:forces:R:3
O 1.151859 1.234474 -0.899662 0.1 1.4 -0.3
C 1.597645 0.283144 -0.231737 -2.2 -0.2 -1.1
O 2.722286 0.075301 0.116780 2.8 -0.9 1.3
C 0.538522 -0.834281 0.047152 -3.2 2.2 -1.4
F 0.709056 -1.960574 -0.629765 0.7 -1.2 -1.0
S -1.319667 0.040959 -0.508596 1.7 -1.2 0.6
H 0.187969 -1.091693 0.986676 0.3 -0.2 2.3
H -0.363023 1.013109 -0.809469 -0.1 0.2 -0.3
```
Forces are in eV/Å.

Quick look at the Löwdin charges, all values in e: atom 1 (O): -0.11, atom 2 (C): -0.76, atom 3 (O): 0.02, atom 4 (C): -0.40, atom 5 (F): -0.02, atom 6 (S): 0.43, atom 7 (H): 0.04, atom 8 (H): -0.19